Here is a structure of composition C17H35GeMoN3S2Si3 from the OMol25 dataset. Energies are from ωB97M-V/def2-TZVPD.

Each line ends with the Löwdin spin population.
Geometry (Å):
Mo: -0.98 0.57 -1.04  1.18
Ge: 0.49 -0.05 0.59  -0.20
S: -1.60 -1.63 -1.51  0.01
S: -0.05 -3.78 -2.74  0.00
Si: 2.83 -0.21 1.52  -0.03
Si: -0.80 2.09 1.20  -0.02
Si: -2.09 -3.49 2.18  0.00
N: -0.83 2.42 -2.29  0.01
N: 0.68 -1.24 -2.95  0.00
N: 0.31 0.05 -2.65  0.00
C: 0.18 2.33 -3.21  0.00
C: -0.24 4.56 -3.96  0.00
C: -0.69 -4.41 1.47  0.00
C: 3.51 -1.59 0.49  0.00
C: 3.44 1.48 1.08  -0.01
C: -2.58 1.66 0.63  0.03
C: 2.64 -0.54 3.33  0.00
C: 1.36 -3.92 -3.85  0.00
C: 0.51 3.38 -4.04  0.00
C: -1.93 -2.71 3.83  0.00
C: -1.30 4.62 -3.09  0.00
C: -0.17 3.76 0.69  0.00
C: -0.76 1.85 3.05  -0.01
C: -3.66 -3.36 1.27  0.00
C: -1.56 3.53 -2.26  0.01
C: 0.76 1.01 -3.38  0.02
C: -0.16 -2.09 -2.48  0.02
H: 3.14 -2.56 0.81  0.00
H: -1.98 -3.52 4.57  0.00
H: -1.03 -5.41 1.18  0.00
H: 1.65 -4.97 -3.84  0.00
H: 1.48 0.80 -4.17  0.00
H: -1.94 5.50 -3.02  0.00
H: -2.74 -2.01 4.05  0.00
H: 4.60 -1.60 0.61  0.00
H: 3.14 2.23 1.82  0.00
H: -0.98 4.47 0.52  0.00
H: 4.53 1.46 1.06  0.00
H: -3.77 -2.34 0.89  0.00
H: 2.27 -1.54 3.53  0.00
H: -3.72 -4.05 0.44  0.00
H: 3.11 1.81 0.09  0.00
H: -1.10 0.87 3.39  0.00
H: 0.16 -4.50 2.14  0.00
H: 0.44 4.17 1.50  0.00
H: 0.46 3.73 -0.20  0.00
H: 2.19 -3.31 -3.49  0.00
H: -2.37 3.56 -1.55  0.00
H: 1.99 0.19 3.82  0.00
H: 0.00 5.40 -4.61  0.00
H: 1.31 3.28 -4.75  0.00
H: -3.11 1.14 1.43  0.01
H: 3.62 -0.46 3.81  0.00
H: 3.30 -1.46 -0.57  0.00
H: 1.07 -3.63 -4.86  0.00
H: -0.38 -3.92 0.53  0.00
H: -2.82 0.95 -0.22  0.01
H: -0.96 -2.24 3.96  0.00
H: -4.50 -3.52 1.95  0.00
H: -3.15 2.55 0.37  0.00
H: 0.23 2.04 3.46  0.00
H: -1.43 2.60 3.46  0.00

Multiplicity   2
LUMO energy (alpha / beta)   -10.2 / -9.9 eV
Total charge   +3
Orbital gap (alpha / beta)   6.44 / 6.48 eV


Here is a cluster of 2 separate species, C5H14S in total in a non-equilibrium geometry from the OMol25 dataset. Energies are from ωB97M-V/def2-TZVPD.

Each line ends with the Mulliken charge.
Geometry (Å):
S: -1.70 1.12 -0.36  -0.01
C: 2.02 -0.42 0.40  0.32
C: 2.49 0.58 -0.67  -1.07
C: 1.76 -1.76 -0.35  -1.21
C: -3.24 0.26 -0.72  -0.87
C: -1.76 1.03 1.46  -0.90
H: -0.90 1.61 1.77  0.28
H: 2.70 -2.27 -0.58  0.34
H: -1.69 -0.01 1.78  0.27
H: 3.07 0.26 -1.53  0.32
H: -3.30 0.26 -1.81  0.31
H: 2.87 1.60 -0.46  0.34
H: 1.03 -0.13 0.73  -0.21
H: 1.14 -2.44 0.23  0.35
H: 2.75 -0.62 1.18  0.32
H: 1.52 0.97 -1.01  0.20
H: -4.10 0.85 -0.39  0.30
H: 1.24 -1.51 -1.27  0.30
H: -3.22 -0.75 -0.32  0.26
H: -2.69 1.35 1.92  0.37

Multiplicity   1
Relative energy (zero: lowest compared OMol25 entry of this formula, charge and spin)   17.2 kcal per mole
Structure (SMILES)   CCC.CSC
LUMO energy   1.0 eV
Orbital gap   9.56 eV


Here is the ion CH2FN2O2 with charge -1 in a non-equilibrium geometry from the OMol25 dataset. Energies are from ωB97M-V/def2-TZVPD.

Each line ends with the Mulliken charge.
Geometry (Å):
F: 1.41 2.17 0.09  -0.28
O: -0.64 -1.42 0.59  -0.59
O: -2.20 -0.45 -0.88  -0.75
N: -1.13 -0.16 -0.22  0.67
N: -0.20 0.68 -0.41  -0.34
C: 0.85 0.90 0.33  -0.10
H: 1.64 0.11 0.48  0.11
H: 0.28 -1.83 0.02  0.29

Multiplicity   1
Relative energy (zero: lowest compared OMol25 entry of this formula, charge and spin)   141.7 kcal per mole
Structure (SMILES)   [O-]N(O)/N=C/F
LUMO energy (alpha / beta)   4.3 / 4.3 eV
Total charge   -1
Orbital gap (alpha / beta)   6.42 / 6.42 eV


Here is a cluster of 3 separate species, C2H12NO2S2 in total in a non-equilibrium geometry from the OMol25 dataset. Energies are from ωB97M-V/def2-TZVPD.

Each line ends with the Löwdin spin population.
Geometry (Å):
S: 0.04 1.08 3.10  0.47
S: -1.63 0.27 2.58  0.37
O: 0.61 -0.12 -2.62  0.00
O: -2.35 -0.16 -1.46  0.00
N: 1.01 -1.20 0.12  0.00
C: 1.20 0.75 1.72  0.07
C: 0.70 0.25 0.35  0.00
H: -0.12 0.06 -3.22  0.00
H: 1.38 0.34 -2.98  0.00
H: 0.48 -1.81 0.75  0.00
H: 2.02 0.11 2.04  0.00
H: -2.67 -1.06 -1.38  0.00
H: 1.60 1.74 1.54  0.02
H: 0.78 -1.46 -0.85  0.00
H: -3.03 0.39 -1.87  0.00
H: -0.37 0.34 0.19  0.00
H: 1.06 0.80 -0.50  0.00
H: -2.71 1.06 2.27  0.05
H: 2.00 -1.39 0.23  0.00

Multiplicity   2
Relative energy (zero: lowest compared OMol25 entry of this formula, charge and spin)   15.8 kcal per mole
LUMO energy (alpha / beta)   -8.1 / -12.1 eV
Total charge   +2
Orbital gap (alpha / beta)   10.19 / 6.13 eV


Here is an isolated molecule of C19H29N3O3S from the OMol25 dataset. Energies are from ωB97M-V/def2-TZVPD.

Each line ends with the Mulliken charge.
Geometry (Å):
S: 4.58 -0.16 0.34  1.38
O: -1.24 -3.38 1.98  -0.63
O: 5.11 0.03 -0.98  -0.68
O: 5.44 -0.62 1.39  -0.75
N: 3.90 1.26 0.89  -0.20
N: -0.28 1.86 0.27  0.15
N: -0.53 -3.05 -0.14  0.27
C: 1.30 -2.26 1.38  -1.34
C: -3.19 1.91 0.05  0.70
C: 1.34 -2.07 -1.04  1.21
C: -2.31 3.14 -0.18  -1.06
C: 3.51 2.29 -0.05  -0.89
C: 2.53 -1.61 1.41  -0.46
C: -0.93 2.73 -0.69  -0.52
C: 0.49 -2.43 -2.23  -0.85
C: -1.05 0.64 0.44  -0.01
C: 2.55 -1.42 -1.00  -0.31
C: 2.05 2.73 0.14  -0.79
C: -4.55 2.29 0.62  -1.76
C: 1.10 1.56 -0.10  0.20
C: 3.13 -1.18 0.24  -0.30
C: -2.72 -4.03 0.21  -1.39
C: -1.44 -3.46 0.78  0.92
C: -0.74 -3.08 -1.59  -0.89
C: 0.71 -2.47 0.14  -0.37
C: -2.44 0.97 1.00  -1.31
H: -0.52 -0.01 1.14  0.26
H: 4.28 1.57 1.76  0.29
H: -2.32 1.46 1.97  0.36
H: 0.82 -2.59 2.28  0.53
H: 1.18 1.24 -1.16  0.19
H: -0.86 -4.12 -1.92  0.49
H: -1.66 -2.54 -1.84  0.40
H: 1.85 3.55 -0.54  0.43
H: -2.51 -4.88 -0.44  0.36
H: 1.02 -3.11 -2.89  0.34
H: -2.78 3.81 -0.90  0.40
H: -2.99 0.04 1.15  0.37
H: 1.43 0.73 0.53  -0.31
H: -3.25 -3.28 -0.36  0.32
H: 3.06 -1.08 -1.89  0.57
H: 3.64 1.86 -1.04  0.41
H: -5.16 1.41 0.77  0.41
H: 4.17 3.16 0.03  0.38
H: -1.16 0.10 -0.52  0.07
H: 1.91 3.09 1.16  0.28
H: -4.44 2.80 1.57  0.35
H: -3.34 -4.36 1.04  0.36
H: -3.33 1.40 -0.91  0.23
H: 3.03 -1.41 2.34  0.44
H: -2.19 3.67 0.77  0.32
H: -5.07 2.95 -0.07  0.42
H: 0.23 -1.54 -2.80  0.26
H: -1.03 2.24 -1.67  0.32
H: -0.32 3.63 -0.82  0.41

Multiplicity   1
Relative energy (zero: lowest compared OMol25 entry of this formula, charge and spin)   5.9 kcal per mole
Structure (SMILES)   CC(=O)N1CCc2cc(S(=O)(=O)NCCCN3CCC(C)CC3)ccc21
LUMO energy   0.5 eV
Orbital gap   9.04 eV


Here is an isolated molecule of C8H15B in a non-equilibrium geometry from the OMol25 dataset. Energies are from ωB97M-V/def2-TZVPD.

Each line ends with the Löwdin spin population.
Geometry (Å):
C: 1.56 -1.52 0.17  0.03
C: -3.00 -0.59 -0.21  0.02
C: 0.96 -0.29 0.84  0.15
C: -1.59 -1.22 -0.30  0.16
C: -3.01 0.86 0.14  0.15
C: 1.69 1.06 0.66  0.02
C: -1.90 1.54 0.38  0.59
C: 1.80 1.49 -0.84  0.03
B: -0.54 -0.21 0.27  0.67
H: 1.00 -0.23 1.99  0.03
H: 2.52 2.39 -0.87  0.00
H: 1.18 -2.37 0.57  0.00
H: 1.17 1.75 1.25  0.00
H: 0.84 1.64 -1.10  0.02
H: 2.58 -1.50 0.40  0.01
H: -3.52 -0.87 -1.07  0.00
H: 2.74 1.20 0.95  0.00
H: 1.43 -1.63 -0.83  0.00
H: 2.20 0.59 -1.39  0.00
H: -1.42 -1.57 -1.24  0.02
H: -3.95 1.22 0.15  0.03
H: -3.59 -1.22 0.46  0.00
H: -1.62 2.50 0.65  0.05
H: -1.45 -2.15 0.37  0.03

Multiplicity   3
LUMO energy (alpha / beta)   0.8 / -2.2 eV
Orbital gap (alpha / beta)   5.60 / 7.71 eV


Q: Look up the multiplicity of the second one.
A: 1